The following is a DFT calculation (ωB97M-V/def2-TZVPD) of a cluster of 2 separate species, C2H2ClOP in total.

Properties
HOMO in eV: -10.34
Energy relative to the best compared isomer or geometry (same formula, charge and spin) in kcal per mole: 22.3
Frontier orbital gap in eV: 9.1
SMILES: O=CC#P.Cl

The geometry in XYZ format:
```
7
Properties=species:S:1:pos:R:3:lowdin_charge:R:1
O 1.155 0.645 0.112 -0.0196
C 0.987 -0.546 0.025 -0.3994
C -0.320 -1.046 -0.181 -0.5977
P -1.698 -1.718 0.031 0.8702
H 1.928 -1.155 0.106 0.1294
Cl -1.617 1.984 0.142 0.3104
H -0.435 1.837 -0.234 -0.2933
```

---

The following is a DFT calculation (ωB97M-V/def2-TZVPD) of a structure of composition C2H2CoO4.

Properties
Expectation value of S²: 3.759
HOMO (alpha / beta) in eV: -9.75 / -9.94
Frontier orbital gap (alpha / beta) in eV: 8.3 / 8.1
2S+1: 4

The geometry in XYZ format:
```
9
Properties=species:S:1:pos:R:3:lowdin_charge:R:1
C -0.493 0.823 0.859 -0.1700
O -1.639 0.596 0.245 -0.2480
H -0.510 0.747 1.958 0.1215
H 0.098 1.683 0.494 0.1324
O 2.205 -0.372 -0.896 0.0934
C 1.038 -0.703 -0.772 -0.7645
O 0.252 -1.157 -1.688 -0.0854
O 0.402 -0.600 0.451 -0.1132
Co -1.352 -1.017 -0.651 1.0339
```

---

The following is a DFT calculation (ωB97M-V/def2-TZVPD) of a structure of composition C2H2ErO3.

Properties
Total charge: +1
Expectation value of S²: 3.829
HOMO (alpha / beta) in eV: -12.19 / -12.62
Frontier orbital gap (alpha / beta) in eV: 6.0 / 6.8
2S+1: 4

The geometry in XYZ format:
```
8
Properties=species:S:1:pos:R:3:lowdin_charge:R:1
C -1.104 1.032 0.166 -0.1889
Er -2.982 -0.065 1.191 1.5671
H -1.146 1.280 -0.907 0.0180
O 0.051 -1.173 -1.110 0.0904
C 0.720 -0.441 -0.397 -0.6731
O 0.247 0.484 0.379 -0.1049
O 1.974 -0.791 -0.063 0.1591
H 2.239 -0.325 0.740 0.1323
```

---

The following is a DFT calculation (ωB97M-V/def2-TZVPD) of a cluster of 2 separate species, C2H2F2IO3S in total.

Properties
Total charge: -1
HOMO in eV: -5.37
Energy relative to the best compared isomer or geometry (same formula, charge and spin) in kcal per mole: 2.4
Frontier orbital gap in eV: 8.6

The geometry in XYZ format:
```
11
Properties=species:S:1:pos:R:3:lowdin_charge:R:1
C 0.673 -1.560 -0.751 -0.0577
C 1.128 -0.663 0.129 -0.2919
O -0.874 0.704 0.949 -0.4441
O 0.074 1.567 -1.026 -0.3392
O 1.273 1.852 1.059 -0.3120
F 1.238 -2.816 -0.616 -0.0321
F 1.889 -0.878 1.215 0.0541
S 0.406 1.021 0.262 0.4595
I -3.641 1.132 -0.202 0.1134
H -0.130 -1.548 -1.509 0.1417
H -2.036 1.188 0.491 -0.2916
```

---

The following is a DFT calculation (ωB97M-V/def2-TZVPD) of a cluster of 2 separate species, C2H2F2O2 in total.

Properties
HOMO (alpha / beta) in eV: -9.43 / -9.47
Energy relative to the best compared isomer or geometry (same formula, charge and spin) in kcal per mole: 153.3
Frontier orbital gap (alpha / beta) in eV: 8.9 / 7.7

The geometry in XYZ format:
```
8
Properties=species:S:1:pos:R:3:lowdin_charge:R:1
C -0.786 -0.160 -0.197 -0.4001
C -0.056 0.901 0.132 -0.0221
O -2.142 -0.226 -0.192 0.0831
O 2.686 0.054 -0.425 -0.0676
F -0.324 -1.422 -0.265 0.0759
F -0.181 2.138 0.237 0.1637
H -2.484 -0.850 0.448 0.1118
H 3.287 -0.435 0.262 0.0553
```

---

The following is a DFT calculation (ωB97M-V/def2-TZVPD) of a cluster of 2 separate species, C2H2F2O2 in total.

Properties
Expectation value of S²: 2.004
HOMO (alpha / beta) in eV: -7.48 / -11.90
Energy relative to the best compared isomer or geometry (same formula, charge and spin) in kcal per mole: 22.4
Frontier orbital gap (alpha / beta) in eV: 8.1 / 9.5
2S+1: 3

The geometry in XYZ format:
```
8
Properties=species:S:1:pos:R:3:lowdin_charge:R:1
C -1.769 0.468 -0.277 -0.3439
C 1.246 -0.407 -0.335 -0.1472
O -2.163 1.227 0.545 0.1251
O 1.808 0.473 0.376 0.0435
F -1.978 -0.842 -0.144 0.0649
F 1.645 -1.736 -0.066 -0.0346
H -1.236 0.595 -1.200 0.1247
H 2.448 0.222 1.101 0.1675
```

---

The following is a DFT calculation (ωB97M-V/def2-TZVPD) of a cluster of 2 separate species, C2H2F2S2 in total.

Properties
HOMO (alpha / beta) in eV: -9.33 / -9.36
Energy relative to the best compared isomer or geometry (same formula, charge and spin) in kcal per mole: 135.2
Frontier orbital gap (alpha / beta) in eV: 5.8 / 5.8

The geometry in XYZ format:
```
8
Properties=species:S:1:pos:R:3:lowdin_charge:R:1
C -0.114 0.411 -0.020 -0.0711
C 0.698 -0.675 -0.079 -0.6490
F 0.220 1.634 0.365 0.0523
F 0.456 -1.862 -0.615 -0.0003
S -3.306 -0.276 -0.223 0.3602
S 2.515 -0.410 -0.257 0.7803
H -3.349 1.009 -0.118 -0.3677
H 2.880 0.169 0.947 -0.1049
```

---

The following is a DFT calculation (ωB97M-V/def2-TZVPD) of a cluster of 2 separate species, C2H2F3IO in total.

Properties
HOMO (alpha / beta) in eV: -9.44 / -7.86
Energy relative to the best compared isomer or geometry (same formula, charge and spin) in kcal per mole: 90.6
Frontier orbital gap (alpha / beta) in eV: 9.4 / 7.4

The geometry in XYZ format:
```
9
Properties=species:S:1:pos:R:3:lowdin_charge:R:1
C -0.223 1.160 -0.593 -0.7623
C 0.391 -1.490 0.030 -0.4697
O -1.365 1.333 0.056 -0.1469
F -0.589 -1.476 0.968 0.0642
F 0.277 -2.625 -0.707 0.0867
F 1.517 -1.443 0.648 0.0955
I 1.558 1.813 0.287 0.8607
H -0.388 1.180 -1.777 0.1068
H -1.178 1.548 1.087 0.1650
```

---

no.,maximum force (eV Å⁻¹)
1,2.654
2,3.176
3,4.153
4,2.176
5,4.202
6,4.772
7,2.532
8,3.756